[1]
A cluster of 8 separate species, C33H43F22NO20S in total, computed with wB97M-V/def2-TZVPD.

Each line ends with the Mulliken charge.
Element x y z (Å)
1 C 3.641 1.327 -4.322  -0.858
2 C 4.105 2.797 -4.739  1.399
3 O 3.845 3.060 -6.121  -0.608
4 C 3.588 3.911 -3.749  -0.834
5 O 2.207 3.762 -3.335  -0.179
6 S 1.194 4.000 -4.653  0.349
7 O 0.880 2.646 -5.099  -0.403
8 O -0.247 4.688 -4.031  -0.212
9 C -1.324 4.464 -4.885  0.639
10 O -1.161 4.483 -6.081  -0.483
11 N -2.671 4.208 -4.358  -0.231
12 C -2.872 2.813 -4.063  0.554
13 O -3.936 2.432 -3.676  -0.466
14 F -1.874 1.870 -4.250  -0.178
15 H 2.995 1.378 -3.407  -0.139
16 H 3.099 0.824 -5.166  0.334
17 H 4.546 0.717 -4.044  0.331
18 H 5.232 2.783 -4.626  -0.393
19 H 4.561 3.566 -6.533  0.404
20 H 3.819 4.950 -4.142  0.274
21 H 4.206 3.803 -2.806  0.317
22 H -3.341 4.443 -5.100  0.346
23 C -3.777 -0.157 -1.638  -0.989
24 C -5.109 0.328 -1.099  -0.070
25 O -6.051 -0.762 -1.030  -0.325
26 C -5.968 -1.539 0.053  0.271
27 O -5.181 -1.380 0.943  -0.484
28 C -7.044 -2.624 0.015  0.976
29 F -7.152 -3.201 -1.196  -0.261
30 F -8.261 -2.130 0.311  -0.284
31 F -6.806 -3.615 0.892  -0.252
32 H -3.915 -0.658 -2.598  0.358
33 H -3.086 0.675 -1.771  0.188
34 H -3.317 -0.883 -0.963  0.349
35 H -5.533 1.066 -1.780  0.335
36 H -5.000 0.811 -0.127  0.143
37 C -0.315 -0.678 1.770  -1.160
38 C 1.172 -0.410 1.655  -0.024
39 O 1.641 -0.945 0.390  -0.361
40 C 1.457 -0.180 -0.686  0.664
41 O 0.931 0.897 -0.679  -0.546
42 C 2.059 -0.852 -1.920  0.789
43 F 1.767 -2.164 -1.991  -0.278
44 F 3.405 -0.760 -1.922  -0.253
45 F 1.634 -0.303 -3.067  -0.205
46 H -0.530 -1.742 1.633  0.348
47 H -0.686 -0.369 2.741  0.408
48 H -0.869 -0.140 0.999  0.248
49 H 1.706 -0.935 2.447  0.438
50 H 1.376 0.630 1.768  0.072
51 C 7.299 3.122 2.532  -1.105
52 C 5.980 3.868 2.564  -0.220
53 O 5.042 3.280 1.647  -0.281
54 C 4.374 2.210 2.095  -0.088
55 O 4.510 1.727 3.183  -0.537
56 C 3.382 1.724 1.039  1.289
57 F 3.917 1.692 -0.194  -0.209
58 F 2.306 2.525 0.968  -0.292
59 F 2.929 0.474 1.297  -0.253
60 H 7.686 3.072 1.512  0.287
61 H 8.036 3.616 3.167  0.383
62 H 7.178 2.094 2.878  0.314
63 H 6.132 4.898 2.238  0.325
64 H 5.565 3.908 3.573  0.333
65 C -3.216 -4.137 4.756  -1.017
66 C -1.770 -4.374 4.372  -0.239
67 O -0.922 -3.363 4.940  -0.237
68 C -0.547 -3.551 6.211  0.296
69 O -0.869 -4.487 6.886  -0.522
70 C 0.387 -2.426 6.659  0.869
71 F -0.052 -1.212 6.275  -0.189
72 F 1.621 -2.572 6.140  -0.255
73 F 0.530 -2.379 7.990  -0.258
74 H -3.526 -3.127 4.477  0.207
75 H -3.869 -4.857 4.260  0.347
76 H -3.357 -4.229 5.835  0.336
77 H -1.660 -4.302 3.290  0.344
78 H -1.434 -5.371 4.664  0.327
79 C 11.580 4.540 -4.684  -1.115
80 C 10.216 5.199 -4.660  -0.206
81 O 9.309 4.522 -5.546  -0.295
82 C 8.715 3.427 -5.056  0.315
83 O 8.893 2.989 -3.955  -0.507
84 C 7.746 2.844 -6.086  0.949
85 F 8.270 2.807 -7.322  -0.256
86 F 6.611 3.575 -6.169  -0.296
87 F 7.376 1.592 -5.793  -0.242
88 H 11.959 4.481 -5.707  0.304
89 H 12.290 5.101 -4.075  0.373
90 H 11.529 3.518 -4.304  0.318
91 H 10.297 6.225 -5.021  0.321
92 H 9.809 5.245 -3.648  0.316
93 C -5.475 1.414 6.365  -1.117
94 C -3.987 1.674 6.244  -0.261
95 O -3.483 1.167 4.998  -0.215
96 C -3.642 1.961 3.931  -0.150
97 O -4.167 3.038 3.955  -0.530
98 C -3.017 1.316 2.694  1.279
99 F -3.317 0.011 2.588  -0.144
100 F -1.674 1.400 2.709  -0.261
101 F -3.419 1.892 1.551  -0.257
102 H -5.692 0.353 6.227  0.297
103 H -5.842 1.726 7.344  0.386
104 H -6.032 1.956 5.598  0.305
105 H -3.455 1.142 7.034  0.331
106 H -3.753 2.734 6.355  0.327
107 C -6.587 -6.173 -0.216  -0.984
108 C -6.020 -7.443 0.386  -0.384
109 O -7.054 -8.206 1.029  -0.322
110 C -7.789 -8.991 0.231  0.366
111 O -7.641 -9.089 -0.954  -0.507
112 C -8.811 -9.775 1.055  0.877
113 F -9.429 -9.007 1.971  -0.244
114 F -8.231 -10.788 1.728  -0.252
115 F -9.773 -10.316 0.296  -0.242
116 H -7.121 -5.601 0.536  0.327
117 H -5.791 -5.555 -0.633  0.353
118 H -7.301 -6.400 -1.011  0.347
119 H -5.292 -7.190 1.159  0.345
120 H -5.500 -8.045 -0.361  0.336

energy relative to the best compared isomer or geometry (same formula, charge and spin)	276.72	kJ/mol
DFT total energy	-147976.608	eV
highest occupied orbital energy	-10.1	eV


[2]
A structure of composition C33H43F3N4O4S5Si2Zr, computed with wB97M-V/def2-TZVPD.

Each line ends with the Mulliken charge.
Element x y z (Å)
1 Zr -0.449 1.907 -0.030  -0.873
2 S 1.066 0.261 1.698  0.186
3 C 0.549 -1.321 1.682  -0.915
4 N 0.521 -2.050 2.780  0.384
5 C 0.097 -3.449 2.703  -0.877
6 C 0.747 -4.071 1.503  -0.692
7 N 0.336 -3.322 0.320  0.173
8 C 0.164 -4.099 -0.906  -1.209
9 C -1.002 -5.050 -0.778  0.489
10 C -2.250 -4.556 -0.401  -0.135
11 C -3.333 -5.414 -0.286  -0.752
12 C -3.179 -6.771 -0.549  -0.398
13 C -1.940 -7.266 -0.926  -0.616
14 C -0.853 -6.406 -1.036  -0.298
15 C 0.155 -1.997 0.374  0.951
16 S -0.423 -1.092 -0.866  -0.089
17 C 0.771 -1.469 4.107  -2.136
18 C 2.241 -1.441 4.462  1.056
19 C 2.914 -2.622 4.768  -0.177
20 C 4.266 -2.606 5.073  -0.837
21 C 4.959 -1.401 5.086  -0.395
22 C 4.293 -0.220 4.791  -0.852
23 C 2.940 -0.240 4.477  -0.151
24 H -0.992 -3.500 2.619  0.221
25 H 0.404 -3.961 3.611  0.571
26 H 0.410 -5.101 1.388  0.539
27 H 1.836 -4.066 1.609  0.275
28 H 1.091 -4.642 -1.105  0.384
29 H -0.005 -3.399 -1.720  0.415
30 H -2.369 -3.494 -0.205  0.489
31 H -4.300 -5.023 0.003  0.425
32 H -4.026 -7.440 -0.461  0.386
33 H -1.816 -8.321 -1.133  0.388
34 H 0.118 -6.793 -1.327  0.372
35 H 0.216 -2.077 4.821  0.707
36 H 0.360 -0.462 4.112  0.698
37 H 2.378 -3.565 4.784  0.302
38 H 4.777 -3.531 5.309  0.395
39 H 6.013 -1.385 5.330  0.397
40 H 4.826 0.722 4.802  0.419
41 H 2.428 0.682 4.230  0.438
42 C 3.581 1.668 -2.882  -1.209
43 Si 2.652 1.047 -1.381  0.546
44 C 3.061 -0.781 -1.242  -1.103
45 C 3.403 1.941 0.083  -0.967
46 N 0.949 1.433 -1.476  0.814
47 C 0.190 1.358 -2.665  0.287
48 C 0.527 0.549 -3.753  -0.435
49 C -0.236 0.521 -4.909  -1.163
50 C -1.384 1.296 -4.989  -1.073
51 C -1.766 2.072 -3.907  -0.726
52 C -1.009 2.116 -2.733  1.036
53 N -1.366 2.872 -1.596  1.328
54 Si -2.762 3.916 -1.483  0.547
55 C -4.362 3.031 -1.881  -1.287
56 C -2.826 4.521 0.286  -1.025
57 C -2.563 5.425 -2.550  -1.262
58 H 4.646 1.461 -2.737  0.385
59 H 3.461 2.747 -3.005  0.276
60 H 3.269 1.193 -3.814  0.324
61 H 4.081 -0.942 -1.605  0.567
62 H 2.388 -1.403 -1.838  0.191
63 H 3.014 -1.120 -0.204  0.146
64 H 4.093 2.717 -0.264  0.395
65 H 3.967 1.252 0.720  0.362
66 H 2.661 2.436 0.711  0.058
67 H 1.411 -0.075 -3.679  0.421
68 H 0.060 -0.109 -5.738  0.415
69 H -1.990 1.290 -5.887  0.408
70 H -2.675 2.661 -3.965  0.311
71 H -4.232 1.950 -1.798  0.273
72 H -4.720 3.253 -2.890  0.441
73 H -5.141 3.333 -1.177  0.421
74 H -2.547 3.781 1.036  0.181
75 H -3.849 4.831 0.522  0.415
76 H -2.171 5.385 0.427  0.279
77 H -2.300 5.175 -3.582  0.350
78 H -1.777 6.068 -2.143  0.247
79 H -3.495 5.999 -2.571  0.382
80 F -4.105 1.210 3.269  -0.212
81 C -4.169 1.052 1.954  0.310
82 F -4.557 2.188 1.395  -0.143
83 F -5.048 0.103 1.665  -0.202
84 S -2.516 0.542 1.333  0.991
85 O -2.366 -0.797 1.813  -0.408
86 O -2.533 0.775 -0.118  -0.636
87 O -1.579 1.546 1.882  -0.635
88 C 1.320 4.737 -2.025  -0.955
89 O 1.005 4.125 -0.771  0.037
90 C 0.825 4.849 0.343  0.430
91 S 0.947 6.475 0.465  -0.279
92 S 0.402 3.766 1.632  -0.392
93 H 2.386 4.617 -2.207  0.128
94 H 1.062 5.792 -2.008  0.609
95 H 0.743 4.204 -2.777  0.147

energy relative to the best compared isomer or geometry (same formula, charge and spin)	84.18	kJ/mol
DFT total energy	-128441.127	eV
highest occupied orbital energy	-7.2	eV